Record 1
Below is a cluster of 8 separate species, C22H44O23S5 in total in a non-equilibrium geometry, with properties calculated with ωB97M-V/def2-TZVPD.

XYZ file:
```
94
Properties=species:S:1:pos:R:3:forces:R:3:mulliken_charge:R:1
S 5.1350 -0.2226 3.8382 -1.388 2.754 1.882 1.0524
S 2.0277 0.8757 -4.7985 -0.365 -0.598 -1.446 0.7833
S 0.2077 -2.0732 1.5369 0.094 0.690 -1.327 1.1225
S 1.6361 -3.3710 6.6085 1.946 1.357 1.256 0.9672
S 2.0693 3.3354 0.8225 -1.697 -1.632 2.484 1.0191
O 2.9024 4.5986 0.2778 1.493 -1.126 1.685 -0.3091
O 2.6244 2.4606 -4.7684 1.191 -2.078 0.633 -0.4023
O 2.5502 -2.1329 5.9745 0.527 -3.142 -0.012 -0.1765
O 2.6889 0.0325 -5.8224 -1.142 2.491 2.685 -0.5635
O 0.8643 -2.2805 7.6982 -0.461 -3.626 -1.419 -0.3761
O 0.6262 1.4306 -5.4240 0.587 -3.124 2.061 -0.1061
O 3.8271 -0.0840 2.9911 -2.160 0.343 0.133 -0.1046
O -1.2263 -2.1677 -3.6849 1.888 -1.679 3.038 -0.4577
O 1.1711 3.6395 1.9937 3.171 -0.504 -3.592 -0.6208
O -4.4697 2.3247 -2.5542 -0.213 1.153 -0.175 -0.5293
O 2.5177 -4.3574 7.2645 -2.315 2.752 -1.319 -0.5598
O 5.1720 0.9698 4.8000 0.650 -4.026 -4.129 -0.5883
O 5.9869 -0.1227 2.4285 2.520 0.676 3.734 -0.3736
O 1.7531 0.3159 -3.4802 0.871 1.600 -2.292 -0.1922
O -1.2269 -1.4874 0.8783 1.622 -0.699 1.303 -0.4294
O -3.0148 -3.4141 3.1090 -0.403 -0.900 -2.256 -0.4051
O 2.9004 2.1113 0.8687 -2.006 3.538 -0.455 -0.4449
O 0.6328 -1.2450 2.6598 -0.809 -1.228 -1.661 -0.4030
O 5.1437 -1.5351 4.3993 1.001 0.346 -0.220 -0.4895
O 1.1215 3.3315 -0.4927 -0.104 -1.828 0.421 -0.1453
O 1.0618 -1.5429 0.1470 -0.737 -2.031 2.688 -0.4425
O 0.7126 -3.7712 5.6065 -0.248 -0.253 0.477 -0.3758
O 0.2240 -3.5254 1.6359 -0.215 2.994 -0.493 -0.5812
C 5.3612 -0.7907 1.4194 -1.232 -0.359 -2.484 -0.2616
C -3.0109 -2.7627 4.3498 -0.288 -0.519 0.757 -0.1503
C 1.3660 -0.9892 7.5049 0.486 0.042 0.157 -0.4568
C -2.5360 -1.6483 -3.5722 1.290 0.099 -1.984 0.2521
C 3.8631 -0.8606 1.7853 0.488 0.191 -0.371 0.3565
C -2.9204 -1.8130 -5.0385 -1.306 1.678 0.382 -0.8053
C -2.8504 -5.0549 4.7459 -0.348 -2.147 0.465 -0.4945
C -0.5346 -1.9478 -4.8879 -1.587 1.008 -0.649 0.3274
C 1.8915 -0.9292 6.0693 -0.424 1.846 1.181 0.0579
C -4.1399 2.6556 -3.9023 -0.255 -0.109 -0.143 -0.4702
C 0.7893 2.5872 -6.1422 -1.626 0.918 -0.111 -0.3097
C -0.9499 -0.2233 0.2312 -0.121 -0.326 0.501 0.1395
C -1.6299 -1.3032 -5.7399 -0.826 -0.504 -0.496 -0.2641
C -2.4637 3.6201 -2.4091 -0.849 -1.232 0.909 0.1209
C 0.9394 4.5882 -1.0352 1.111 2.285 -0.226 -0.0187
C 1.7879 3.4078 -5.4022 0.699 0.710 0.029 -0.0044
C -3.5184 -3.8528 5.2689 1.096 1.187 1.856 -0.5607
C -3.2620 2.5123 -1.8247 -0.473 -3.234 0.805 -0.0957
C 0.4703 -0.3622 -0.3707 -0.170 -0.504 -0.315 0.7768
C -2.8057 -4.8626 3.2401 0.222 0.268 0.845 -0.2511
C -2.8184 3.3955 -3.8921 0.708 1.887 0.139 -0.1333
C 2.2202 5.3910 -0.6063 -2.076 1.616 -1.560 -0.3907
H 2.2110 -1.0407 8.1915 0.278 1.355 -0.024 0.2939
H -3.6997 -1.9292 4.4872 -0.060 0.278 -1.080 0.3181
H -0.1799 3.0339 -5.9208 -0.160 0.481 -1.427 0.2258
H -4.8846 3.3183 -4.3432 -0.393 -0.237 0.254 0.3302
H -1.9917 -2.4016 4.4877 0.121 -0.059 0.785 -0.0001
H 0.0628 5.1344 -0.6868 -0.256 -0.548 0.121 0.2774
H 1.0370 2.2963 -7.1630 -0.079 0.724 -0.165 0.2545
H -4.0790 1.7642 -4.5266 -0.053 -0.254 0.082 0.1779
H -3.4245 2.4719 -0.7476 -0.550 0.847 0.039 0.5208
H -3.3140 -2.8227 -5.1558 0.612 -0.106 -0.517 0.3062
H 1.1674 -0.7552 5.2735 -0.218 -0.255 0.088 0.0418
H -4.6049 -3.9178 5.3272 -0.003 0.094 -0.474 0.3027
H -1.7811 -0.1077 -0.4644 0.405 -0.099 -0.359 -0.0592
H 3.3002 -0.3875 0.9807 -0.253 0.269 0.604 -0.3603
H -3.5197 -5.5042 2.7239 -0.836 0.785 -0.097 0.2662
H 1.9469 6.3738 -0.2222 -0.108 -0.232 0.833 0.3365
H 1.1712 0.4205 -0.0806 -0.479 0.477 -0.522 -0.3975
H -3.7679 -1.1395 -5.1661 -0.175 0.049 -0.737 0.3850
H 3.4667 -1.8678 1.9144 0.214 0.065 0.423 0.2131
H -3.4738 -5.8552 5.1448 0.045 -0.731 -0.749 0.3155
H 2.7390 5.6939 -1.5158 0.978 -0.853 0.202 0.2723
H -1.8948 -5.2477 5.2335 0.297 0.461 -0.372 0.1926
H 0.4019 -0.6149 -1.4288 0.158 0.802 -0.141 0.0961
H 0.5857 -0.2802 7.7816 0.190 0.016 -0.084 0.3109
H -1.4640 3.4121 -2.0278 0.313 0.596 -0.579 -0.0587
H -2.0443 2.9122 -4.4883 0.073 -0.069 0.270 -0.3344
H -1.8770 -5.2311 2.8044 0.487 0.799 0.067 0.2033
H -0.1971 -2.8946 -5.3094 0.103 -0.023 0.147 0.3248
H -1.4994 -1.4701 -6.8091 -0.305 -0.417 0.001 0.4614
H 5.7399 -1.7596 1.0939 0.429 -0.159 0.781 0.3030
H -2.9322 4.4608 -1.8974 0.542 0.841 -0.773 0.2609
H 2.3012 4.0982 -6.0715 0.689 -0.543 -0.186 0.3191
H -3.1615 -3.7687 6.2953 -0.211 0.544 0.235 0.2965
H 0.9865 4.6007 -2.1241 -0.511 -0.738 0.061 -0.0688
H 1.4167 4.0951 -4.6420 -0.636 -0.434 0.258 0.0053
H -1.0264 0.6087 0.9312 0.186 -0.151 0.303 0.2385
H -2.9892 4.4007 -4.2774 0.217 -0.092 -0.575 0.4611
H -3.2026 -2.1742 -2.8886 0.560 -0.286 0.125 0.3694
H 0.2870 -1.2369 -4.7994 0.192 -0.348 0.409 -0.4554
H -1.6515 -0.2169 -5.6534 0.212 0.100 0.307 -0.1291
H -2.3879 -0.6149 -3.2587 -0.713 0.415 0.021 -0.3166
H -2.7894 1.5381 -1.9499 0.985 -0.186 -0.259 -0.3014
H 5.5250 -0.1227 0.5738 -0.295 -0.092 -0.270 0.2812
H 2.6245 -0.1225 6.0693 0.192 -0.113 -0.403 0.2876
```
Forces are in eV/Å.

Computed properties:
Electronic energy, eV: -124784.335
Gap between HOMO and LUMO, eV: 8.706
Structure (SMILES): O=S1(=O)OCCO1.O=S1(=O)OCCO1.O=S1(=O)OCCO1.O=S1(=O)OCCO1.O=S1(=O)OCCO1.C1CCOC1.C1CCOC1.C1CCOC1
ΔE to the lowest compared entry with this formula, charge and spin, kJ/mol: 470.42
Charge: 0
HOMO, eV: -9.0


Record 2
Below is a structure of composition C22H44O28Rb2S4 in a non-equilibrium geometry, with properties calculated with ωB97M-V/def2-TZVPD.

XYZ file:
```
100
Properties=species:S:1:pos:R:3:forces:R:3:mulliken_charge:R:1
Rb -0.9908 0.8754 3.8059 0.007 -0.042 -0.213 0.9705
Rb -0.6845 2.0736 -1.7066 -0.184 0.043 0.024 1.0292
S 2.0785 2.8309 6.1269 1.538 0.509 -0.302 1.0161
S -0.3048 -0.1335 0.7864 0.917 -0.113 0.178 -0.1403
S 6.3386 -0.7480 1.9830 0.453 -0.734 -1.312 1.1023
S -4.5313 -2.2590 -3.3555 -0.230 -0.380 0.314 1.0634
O 5.4519 0.0300 0.8924 0.302 0.238 0.298 -0.4138
O -4.7359 2.8822 -0.0917 -0.458 0.362 0.502 -0.3824
O 1.5683 4.1683 6.1429 0.345 -1.101 -0.217 -0.5282
O 5.1954 -1.7445 2.4726 0.562 0.352 0.144 -0.4025
O 2.8015 -4.4298 -2.6631 1.238 -0.344 0.643 -0.3542
O -1.3764 -1.1134 0.8475 -0.734 -0.346 0.054 -0.5534
O 0.4798 -0.2603 -0.4557 -0.235 0.425 -0.919 -0.4528
O 1.0458 -3.5186 -3.6972 -0.449 0.244 -0.483 -0.6138
O 3.6357 2.8385 5.6658 -0.823 0.677 1.195 -0.3994
O -2.3497 5.5907 1.2810 0.175 0.305 0.161 -0.3335
O -1.2434 4.7510 -0.4847 0.307 -0.453 -0.655 -0.6167
O -0.5371 4.5458 1.6608 0.153 -0.643 -0.342 -0.3188
O -3.4437 -1.0954 -3.5744 -0.539 -0.098 -0.569 -0.4037
O 2.6748 -2.2898 -2.7612 0.669 0.992 -0.197 -0.3009
O 0.5963 -4.7441 0.1913 0.372 -0.195 0.058 -0.2089
O -3.6732 2.4178 -2.0267 0.196 0.114 0.128 -0.5191
O -5.6804 -1.7431 -2.6814 0.352 0.113 -0.122 -0.5520
O 7.3524 -1.5109 1.3034 -0.913 0.785 0.903 -0.5584
O 2.1258 -5.4029 1.7202 0.203 0.019 0.443 -0.5876
O -5.3054 3.9649 -1.8497 -0.457 -0.235 0.158 -0.3337
O -4.7589 -3.0114 -4.5587 0.884 0.796 1.043 -0.5631
O 0.6264 -0.2761 1.9174 0.763 -0.442 1.196 -0.4746
O 0.8782 -6.8402 0.4865 -0.435 -0.109 0.132 -0.3255
O -3.6590 -3.0616 -2.2650 -0.732 0.030 -1.018 -0.3277
O -0.8734 1.2338 0.9209 -0.582 1.103 -0.313 -0.4391
O 1.9428 1.9965 7.2754 -0.364 0.087 -0.630 -0.5352
O 6.6926 0.1757 3.0075 -0.130 -0.137 -0.026 -0.5414
O 1.6183 2.0644 4.7937 -1.133 -0.349 0.195 -0.1682
C 2.6940 0.1278 -2.7154 -0.067 -0.057 0.395 -0.6787
C -1.3660 4.9264 0.6976 -0.082 0.537 0.585 0.8989
C 0.7749 4.1091 1.2816 0.691 0.286 1.006 -0.2099
C 3.8891 1.6909 4.8775 -0.274 -0.338 -0.966 -0.3969
C 4.1805 -0.5755 0.6640 -0.499 -0.296 0.614 0.1741
C 2.0030 -1.1093 -3.2290 -0.593 0.240 0.438 0.4561
C -2.4483 -2.3925 -1.9231 0.562 0.170 1.266 -0.0195
C -6.3446 5.1959 -3.6276 -0.188 -0.321 0.998 -1.2464
C 3.9200 -1.4368 1.9129 -0.472 -0.702 -0.764 0.6576
C 2.3520 -5.7184 -3.0550 -1.682 0.117 -1.226 -0.6634
C -5.1717 4.3301 -3.2230 0.977 0.486 -0.967 -0.1728
C -3.3412 6.1781 0.4480 -1.635 -0.360 -0.743 0.1595
C -3.9208 1.9835 0.6567 0.586 -0.239 -0.126 -0.1813
C 1.2814 -5.6378 0.9043 -0.201 0.100 -0.706 0.6966
C 0.6708 -3.4003 0.6146 -1.543 1.799 0.470 0.0336
C -2.5821 -0.9445 -2.4287 -0.101 -1.067 -0.438 1.2544
C 2.6041 -8.4452 0.0275 -0.652 0.650 0.774 -0.9390
C -3.9724 7.3924 1.0890 -0.166 0.443 0.351 -1.4131
C -4.4948 3.0299 -1.3766 0.285 -0.219 -0.455 0.8942
C 2.7037 1.7105 3.8881 0.630 0.215 0.628 0.5158
C 1.5439 -7.9723 1.0348 0.658 -0.586 -0.176 -0.3220
C 2.0877 -3.4078 -3.1114 -0.519 -1.081 0.280 0.9021
H -4.8449 7.7033 0.5113 0.025 -0.214 -0.159 0.3875
H 1.8855 -1.0970 -4.3123 0.311 -0.281 -0.069 0.4231
H 3.4084 0.1870 0.5783 0.133 0.136 -0.034 -0.0313
H 0.8256 -8.7815 1.1742 -0.328 0.319 -0.094 0.3089
H -2.9897 2.4590 0.9671 -0.019 0.104 -0.171 0.0383
H -1.6459 -0.5608 -2.8226 0.094 -0.024 0.107 -0.2659
H -3.0372 6.3398 -0.5876 0.735 0.276 0.304 0.3407
H -3.6602 1.1192 0.0508 -0.072 -0.116 0.173 0.1417
H -4.3470 7.1742 2.0902 0.098 -0.175 -0.006 0.3168
H 4.9019 1.7961 4.4976 -0.176 -0.035 -0.377 0.2778
H 1.9452 -7.7321 2.0194 0.186 0.120 -0.167 0.3549
H 3.6445 0.3740 -3.1850 -0.102 -0.034 -0.214 0.4659
H -2.3723 -2.4104 -0.8357 -0.027 0.162 -0.044 0.1416
H 1.5663 -3.0017 1.0805 0.400 -0.737 -0.280 -0.1363
H 3.8141 0.7513 5.4334 0.105 0.223 0.334 0.3919
H -4.2413 4.9020 -3.3055 -0.052 0.155 0.082 0.2640
H -6.1383 5.7513 -4.5369 0.017 0.011 -0.021 0.3822
H -1.5955 -2.9638 -2.2913 -0.054 0.268 -0.520 0.1639
H -7.2626 4.6175 -3.7295 0.073 -0.084 -0.205 0.3190
H -4.4669 1.6978 1.5502 -0.257 -0.023 -0.164 0.3136
H -4.1363 5.4339 0.3185 0.038 -0.055 0.253 0.0295
H 1.9649 0.9278 -2.8376 0.228 0.334 -0.276 0.0896
H 3.0350 -6.5358 -2.8612 0.500 0.507 0.407 0.2584
H 1.1981 3.7618 2.2233 -0.042 0.020 0.015 -0.1379
H 2.1419 -5.6629 -4.1286 0.228 -0.294 0.028 0.3212
H -6.5195 5.8669 -2.7831 -0.028 0.336 -0.298 0.3033
H 0.9961 -1.1303 -2.8084 0.000 -0.037 0.035 -0.3762
H -3.0262 -0.2650 -1.7050 -0.081 -0.058 0.050 -0.5224
H 3.4852 -2.3841 1.5999 -0.020 -0.015 0.166 -0.3107
H 1.3501 4.9928 1.0065 0.005 -0.130 -0.395 0.4401
H 0.3557 -2.7306 -0.1840 0.587 -0.409 -0.581 -0.1626
H -0.1480 -3.1581 1.3019 0.182 -0.585 0.359 0.3836
H -4.9986 3.4899 -3.8969 -0.384 -0.371 0.396 0.3349
H 3.2390 -7.5945 -0.2183 0.281 -0.166 0.055 0.2102
H 3.2584 -1.0035 2.6542 0.111 0.279 0.061 -0.0191
H 0.9009 3.2731 0.5947 -0.747 0.210 -0.219 0.1076
H 2.5116 0.7435 3.4319 -0.335 0.057 0.075 -0.2308
H 2.8450 0.0725 -1.6399 -0.048 -0.192 -0.001 -0.1702
H 4.1840 -1.1763 -0.2433 0.252 -0.037 -0.003 0.2872
H 1.3709 -5.9248 -2.6204 0.190 -0.052 0.339 0.2589
H 3.1649 -9.2533 0.4948 0.157 -0.065 -0.365 0.4000
H 2.7004 2.4961 3.1380 0.495 -0.034 -0.088 0.0573
H 2.0787 -8.7472 -0.8762 0.195 -0.285 -0.053 0.2595
H -3.3610 8.2916 1.1763 0.396 -0.262 -0.119 0.3581
```
Forces are in eV/Å.

Computed properties:
Electronic energy, eV: -125510.087
Gap between HOMO and LUMO, eV: 8.461
ΔE to the lowest compared entry with this formula, charge and spin, kJ/mol: 20.88
Charge: 0
HOMO, eV: -9.1


Question: The highest electronic energy belongs to which entry?
Answer: C22H44O23S5


Question: The lowest gap between HOMO and LUMO belongs to which entry?
Answer: C22H44O28Rb2S4